(w)
The following is a quantum chemistry calculation of the ion C8H11N2O4 with charge -1, from the Open Molecules 2025 dataset.

## Properties
gap between HOMO and LUMO: 0.22820 Ha
SMILES: CN1C(=O)[C@@H](C(C)(C)[N+](=O)[O-])C=C1[O-]
LUMO level: 3.4 eV

ORCA input file:
```
! wB97M-V def2-TZVPD RIJCOSX def2/J DEFGRID3
* xyz -1 1
C -1.65 -0.32 -1.27
C -0.84 -1.17 -0.30
C -0.58 -2.63 -0.81
N -1.85 -1.40 0.87
O -1.57 -2.41 1.57
O -2.79 -0.65 1.00
H -1.27 -0.48 -2.30
H -2.72 -0.64 -1.32
H -1.61 0.77 -1.08
H -0.34 -2.60 -1.88
H 0.23 -3.17 -0.30
H -1.52 -3.25 -0.77
C 1.38 3.22 0.93
N 1.23 1.81 0.58
C 2.03 1.17 -0.40
O 2.89 1.81 -1.05
C 1.58 -0.18 -0.40
C 0.43 -0.41 0.38
C 0.37 0.92 1.20
O -0.24 1.09 2.24
H 0.75 3.42 1.79
H 2.43 3.49 1.14
H 1.05 3.79 0.05
H 2.16 -0.92 -0.96
H 0.42 -1.27 1.08
*
```



(x)
The following is a quantum chemistry calculation of the ion C8H11N2O4 with charge -1, from the Open Molecules 2025 dataset.

## Properties
gap between HOMO and LUMO: 0.30857 Ha
LUMO level: 3.1 eV

ORCA input file:
```
! wB97M-V def2-TZVPD RIJCOSX def2/J DEFGRID3
* xyz -1 1
C -1.34 -0.08 1.59
C -0.74 0.11 3.01
C -0.14 -1.13 -2.52
C -0.49 -0.68 0.40
C 0.06 0.22 -1.65
C 0.42 -1.82 0.88
C 0.82 1.27 -2.41
C 0.85 1.34 0.34
N -2.51 0.26 1.26
N 0.09 0.30 -0.37
O -1.59 0.13 3.93
O -1.19 -1.27 -3.09
O 0.46 0.37 2.99
O 0.98 -1.67 -2.57
H -1.09 -1.15 -0.42
H 0.97 -1.75 1.92
H 1.25 -1.86 0.15
H -0.07 -2.77 0.78
H 0.78 1.02 -3.48
H 1.92 1.25 -2.08
H 0.49 2.31 -2.27
H 1.96 1.25 0.20
H 0.47 2.32 -0.04
H 0.65 1.27 1.37
H -3.01 0.76 2.08
*
```



Verdict on stability: (w) comes out at the bottom.



(w)
The following is a quantum chemistry calculation of a structure of composition C3H3IN2O, from the Open Molecules 2025 dataset.

## Properties
gap between HOMO and LUMO: 0.31304 Ha
LUMO level: -1.2 eV

ORCA input file:
```
! wB97M-V def2-TZVPD RIJCOSX def2/J DEFGRID3
* xyz 0 1
C 0.54 0.09 -0.24
C 0.86 -0.91 0.53
C -0.76 -0.18 -0.71
N -0.23 -1.80 0.67
N -1.14 -1.47 -0.04
O -1.84 0.71 -0.65
I -0.26 -0.67 -2.87
H 1.24 0.67 -0.76
H 1.76 -1.20 0.98
H -2.60 0.10 -0.95
*
```



(x)
The following is a quantum chemistry calculation of an isolated molecule of C3H3IN2O, from the Open Molecules 2025 dataset.

## Properties
gap between HOMO and LUMO: 0.33176 Ha
SMILES: INc1ccon1
LUMO level: 0.0 eV

ORCA input file:
```
! wB97M-V def2-TZVPD RIJCOSX def2/J DEFGRID3
* xyz 0 1
C 0.02 -0.14 0.30
C 0.18 0.57 1.43
C -1.17 0.39 -0.23
N -1.64 1.40 0.44
N -1.87 -0.10 -1.63
O -0.78 1.51 1.52
I -3.49 1.03 -2.02
H 0.67 -0.96 -0.10
H 0.96 0.40 2.17
H -1.24 0.07 -2.38
*
```



Verdict on stability: (x) comes out at the bottom.



(w)
The following is a quantum chemistry calculation of a cluster of 2 separate species, C3H3IN2O in total, from the Open Molecules 2025 dataset.

## Properties
gap between HOMO and LUMO (spin up / spin down): 0.16872 / 0.16923 Ha
LUMO level (spin up / spin down): -4.5 / -4.5 eV

ORCA input file:
```
! wB97M-V def2-TZVPD RIJCOSX def2/J DEFGRID3
* xyz 0 1
C 1.57 -0.38 0.91
C 0.67 0.67 0.79
C -0.20 -1.16 0.00
N 0.97 -1.54 0.42
N -0.45 0.12 0.10
O -1.42 1.00 -0.38
I -2.92 -0.98 -2.82
H 2.50 -0.34 1.27
H 0.65 1.82 1.03
H -1.36 0.79 -1.31
*
```



(x)
The following is a quantum chemistry calculation of an isolated molecule of C3H3IN2O, from the Open Molecules 2025 dataset.

## Properties
gap between HOMO and LUMO: 0.34968 Ha
SMILES: N#C[C@H](N)C(=O)I
LUMO level: -0.3 eV

ORCA input file:
```
! wB97M-V def2-TZVPD RIJCOSX def2/J DEFGRID3
* xyz 0 1
C -0.68 -1.07 -1.07
C -0.20 -0.05 -0.03
C 0.24 0.21 1.56
N -1.02 -1.64 -2.01
N 0.92 0.57 -0.73
O 0.72 1.23 1.90
I -0.78 -1.25 2.76
H -1.23 0.50 0.13
H 0.80 1.52 -0.96
H 1.23 -0.02 -1.55
*
```



Verdict on stability: (w) comes out at the bottom.



(w)
The following is a quantum chemistry calculation of the ion C2H7N4 with charge +1, from the Open Molecules 2025 dataset.

## Properties
gap between HOMO and LUMO (spin up / spin down): 0.33690 / 0.33695 Ha
LUMO level (spin up / spin down): -5.0 / -5.0 eV

ORCA input file:
```
! wB97M-V def2-TZVPD RIJCOSX def2/J DEFGRID3
* xyz 1 1
C -1.31 -0.42 0.77
C 1.82 0.69 -0.32
N -0.75 -0.04 -1.50
N -1.50 -0.41 -0.69
N 0.06 -0.29 0.78
N 0.46 0.64 0.03
H -1.79 0.48 1.01
H -1.72 -1.24 1.21
H 2.22 -0.29 -0.66
H 2.40 1.06 0.59
H 1.93 1.47 -1.03
H -2.50 -0.48 -1.14
H 0.67 -1.18 0.95
*
```



(x)
The following is a quantum chemistry calculation of a cluster of 2 separate species, C2H7N4 in total, from the Open Molecules 2025 dataset.

## Properties
gap between HOMO and LUMO: 0.39873 Ha
LUMO level: -3.7 eV

ORCA input file:
```
! wB97M-V def2-TZVPD RIJCOSX def2/J DEFGRID3
* xyz 1 1
C -1.10 1.44 -0.40
C -0.76 0.16 -0.46
N 2.83 0.20 0.83
N 2.23 -0.36 0.09
N 1.48 -1.09 -0.43
N -0.90 -0.61 0.75
H -0.96 2.26 -1.12
H -1.54 1.93 0.47
H -0.26 -0.39 -1.29
H 1.62 -1.18 -1.39
H -0.64 0.03 1.50
H -0.15 -1.28 0.64
H -1.86 -1.10 0.81
*
```



Verdict on stability: (w) comes out at the bottom.